No. 1
This record from the Open Molecules 2025 dataset describes a structure of composition H41O21. The level of theory is ωB97M-V/def2-TZVPD.

Last column: natural (NBO) charge in e.
Cartesian coordinates (Å):
O (1.32, 2.52, 3.35)  -0.99
H (0.39, 2.50, 3.85)  0.48
H (0.81, 2.24, 2.55)  0.47
O (0.28, -0.92, -1.00)  -1.14
H (-0.22, -1.55, -0.08)  0.49
H (1.06, -0.80, -0.63)  0.44
O (-3.46, -1.97, -1.04)  -0.93
H (-3.05, -0.99, -1.14)  0.50
H (-2.73, -2.53, -1.04)  0.50
O (-3.31, 3.21, -2.46)  -0.95
H (-4.20, 2.80, -2.20)  0.48
H (-3.24, 2.88, -3.35)  0.48
O (2.12, 1.62, -2.92)  -0.94
H (2.42, 1.63, -2.07)  0.48
H (2.42, 2.34, -3.39)  0.46
O (4.06, -1.19, -0.37)  -0.96
H (4.68, -0.59, -0.53)  0.47
H (3.93, -1.35, 0.55)  0.50
O (-1.15, -0.66, -3.19)  -0.99
H (-0.80, -1.57, -3.19)  0.45
H (-0.43, -0.13, -2.64)  0.53
O (-0.76, -3.43, -1.32)  -0.93
H (0.11, -3.50, -1.16)  0.47
H (-0.70, -2.75, -1.97)  0.46
O (3.32, 0.55, 1.73)  -1.02
H (2.29, 0.32, 1.64)  0.50
H (3.51, 0.71, 2.63)  0.47
O (-1.24, 1.92, 3.87)  -0.99
H (-1.08, 1.72, 4.72)  0.47
H (-1.87, 1.39, 3.32)  0.54
O (-2.03, -3.19, 2.52)  -0.98
H (-0.63, 0.95, 0.27)  0.50
H (-1.41, -2.55, 2.24)  0.49
O (-3.72, -0.15, 3.84)  -1.00
H (-3.40, -1.05, 3.78)  0.48
H (-4.15, -0.09, 2.88)  0.51
O (1.28, -4.02, -3.21)  -0.94
H (1.25, -3.38, -3.94)  0.47
H (2.22, -3.99, -3.12)  0.48
O (-3.65, -0.92, 1.25)  -1.03
H (-3.76, -1.28, 0.29)  0.49
H (-2.79, -1.28, 1.50)  0.48
O (3.50, 3.68, -1.33)  -0.99
H (3.01, 3.05, -0.70)  0.51
H (2.89, 3.88, -1.97)  0.44
O (-0.67, 1.68, 0.96)  -0.99
H (-1.45, 2.15, 0.64)  0.50
O (2.60, -2.02, -2.82)  -0.99
H (3.36, -1.92, -2.15)  0.50
H (2.02, -1.41, -2.47)  0.48
O (1.20, -0.62, 2.32)  -0.97
H (0.80, 0.05, 2.90)  0.47
H (0.37, -0.78, 1.79)  0.51
O (-1.14, 3.32, -0.89)  -1.01
H (-0.85, 4.15, -0.68)  0.50
H (-1.71, 3.00, -1.53)  0.51
O (1.87, 2.22, 0.25)  -1.04
H (0.85, 2.16, 0.08)  0.52
H (2.10, 1.86, 1.17)  0.50
O (-0.42, -1.94, 1.10)  -1.12
H (0.31, -2.48, 0.80)  0.46
H (-2.34, -3.51, 1.71)  0.46

* total energy: -43661.4424 eV
* LUMO energy: 1.95 eV
* molar mass: 377.31 g/mol
* total charge: -1
* HOMO: -6.88 eV
* gap between HOMO and LUMO: 8.83 eV
* 2S+1: 1
* maximum force: 6.60 eV/Å


No. 2
This record from the Open Molecules 2025 dataset describes a cluster of 21 separate species, H41O21 in total. The level of theory is ωB97M-V/def2-TZVPD.

Last column: natural (NBO) charge in e.
Cartesian coordinates (Å):
O (-1.15, 2.81, 0.97)  -0.99
H (-1.40, 3.29, 0.18)  0.49
H (-0.77, 1.93, 0.86)  0.50
O (1.63, -1.28, 1.62)  -0.96
H (-2.81, -3.28, 1.24)  0.49
H (-0.97, -0.49, -3.78)  0.47
O (2.10, 1.57, 2.09)  -0.98
H (-3.10, 1.02, 0.99)  0.49
H (2.48, 1.37, 1.23)  0.50
O (-3.85, 1.56, 0.78)  -0.97
H (-1.69, -3.33, -2.33)  0.50
H (0.59, -4.67, -0.42)  0.48
O (-0.22, -4.67, -0.94)  -0.94
H (-0.92, -4.42, -0.33)  0.46
H (-2.82, 1.47, -1.08)  0.49
O (3.73, -0.95, 3.07)  -0.98
H (4.80, -1.10, -0.53)  0.47
H (3.96, -0.23, 3.64)  0.47
O (4.65, -1.35, -1.44)  -1.02
H (1.76, -1.28, 0.63)  0.51
H (1.30, -1.58, -2.10)  0.52
O (4.00, 0.92, 0.22)  -0.97
H (-3.92, 2.23, 1.45)  0.49
H (3.16, -0.73, 2.29)  0.49
O (2.48, 4.16, 1.84)  -0.95
H (4.81, 1.09, -0.28)  0.49
H (-0.74, -2.10, -2.35)  0.53
O (-2.82, 1.74, -2.01)  -0.97
H (3.67, -1.34, -1.75)  0.52
H (-1.51, -0.49, -2.29)  0.47
O (-3.92, -2.30, -0.80)  -0.99
H (-1.87, -1.28, -0.32)  0.51
H (-4.70, -1.74, -0.81)  0.48
O (1.32, 1.84, -0.72)  -1.02
H (2.06, 0.67, 2.43)  0.47
H (0.89, 2.45, -1.25)  0.49
O (-1.58, -2.43, -2.04)  -1.04
H (1.66, 3.76, 2.05)  0.48
H (2.87, 3.35, 1.51)  0.48
O (-0.42, 4.44, -2.67)  -0.94
H (0.39, 4.63, -2.23)  0.47
H (-1.14, 4.79, -2.13)  0.47
O (2.05, -0.48, -1.51)  -1.27
H (-2.38, 1.20, 3.52)  0.49
H (1.16, 0.89, -0.70)  0.51
O (-1.43, -0.46, -0.01)  -0.99
H (-2.79, 0.99, -2.60)  0.47
O (-0.93, -0.07, -2.92)  -0.95
H (0.75, -0.89, 1.47)  0.47
H (-0.61, -0.45, -0.52)  0.49
O (1.02, -2.47, -2.51)  -1.03
H (-1.26, -0.70, 1.82)  0.48
H (1.59, -2.56, -3.29)  0.47
O (-1.88, -0.44, 2.53)  -0.99
H (-1.61, 2.49, 3.23)  0.48
H (-2.39, -1.27, 2.61)  0.49
O (-2.33, 2.13, 3.77)  -0.98
H (3.55, 0.21, -0.26)  0.47
H (2.75, 0.18, -1.49)  0.45
O (-2.35, -3.22, 2.04)  -0.96
H (-1.46, -2.90, 1.99)  0.48
H (-3.45, -2.22, -1.67)  0.50

* total energy: -43664.3865 eV
* LUMO energy: 2.04 eV
* molar mass: 377.31 g/mol
* total charge: -1
* HOMO: -6.78 eV
* gap between HOMO and LUMO: 8.82 eV
* 2S+1: 1
* maximum force: 3.46 eV/Å


No. 3
This record from the Open Molecules 2025 dataset describes a cluster of 21 separate species, H42O21 in total. The level of theory is ωB97M-V/def2-TZVPD.

Last column: natural (NBO) charge in e.
Cartesian coordinates (Å):
O (0.33, 3.04, -0.33)  -1.02
H (0.35, 2.19, -0.78)  0.51
H (-0.53, 3.33, -0.69)  0.51
O (0.46, 1.31, 3.28)  -0.95
H (0.84, 2.16, 3.60)  0.48
H (0.34, 1.61, 2.39)  0.47
O (-2.67, -4.26, -1.61)  -1.05
H (-2.56, -4.77, -0.82)  0.43
H (-2.27, -4.71, -2.37)  0.46
O (-0.57, 3.82, 2.02)  -0.98
H (0.08, 3.47, 1.39)  0.49
H (-0.60, 4.75, 1.80)  0.46
O (-0.54, -1.73, 0.87)  -1.03
H (-1.07, -2.13, 1.54)  0.50
H (0.05, -2.45, 0.56)  0.48
O (-2.82, -0.47, -1.24)  -1.01
H (-2.44, -0.60, -0.37)  0.51
H (-2.65, -1.18, -1.87)  0.47
O (-1.43, 0.76, 0.81)  -1.01
H (-0.70, 0.61, 0.20)  0.49
H (-1.39, 0.08, 1.54)  0.50
O (-3.66, 1.47, -3.75)  -1.00
H (-3.30, 1.00, -4.48)  0.48
H (-3.53, 1.19, -2.84)  0.51
O (-0.90, -1.12, 3.06)  -1.03
H (-1.27, -1.63, 3.80)  0.47
H (-1.33, -0.22, 3.27)  0.47
O (-4.58, 2.10, 2.31)  -0.95
H (-3.62, 2.20, 2.25)  0.48
H (-4.86, 1.95, 1.43)  0.46
O (-2.20, 2.60, -1.10)  -0.98
H (-2.60, 2.06, -0.42)  0.51
H (-2.85, 3.25, -1.41)  0.48
O (3.52, -2.84, 1.51)  -0.96
H (2.63, -2.58, 1.20)  0.48
H (3.74, -1.89, 1.53)  0.47
O (-0.97, -3.91, 2.12)  -1.28
H (-0.80, -4.48, 1.35)  0.40
H (-1.54, -4.40, 2.73)  0.41
O (4.31, -2.80, -1.40)  -0.97
H (5.03, -2.17, -1.25)  0.48
H (4.26, -3.23, -0.54)  0.50
O (2.62, 1.32, 0.57)  -0.98
H (1.95, 1.51, 1.23)  0.46
H (2.60, 0.33, 0.66)  0.51
O (2.40, 4.37, -1.36)  -0.97
H (1.88, 3.98, -0.64)  0.49
H (2.48, 3.65, -1.98)  0.46
O (0.67, 1.10, -2.34)  -0.95
H (1.49, 0.58, -2.42)  0.48
H (0.07, 0.37, -2.52)  0.46
O (1.92, -0.40, 2.10)  -1.02
H (2.10, 0.06, 2.93)  0.49
H (1.06, -0.84, 2.35)  0.53
O (3.82, 1.22, -1.81)  -0.97
H (4.13, 2.08, -1.51)  0.48
H (2.95, 1.11, -1.39)  0.48
O (-0.68, -2.09, -2.79)  -0.96
H (-1.49, -2.00, -3.32)  0.46
H (-0.86, -1.27, -2.29)  0.45
O (1.63, -2.00, -1.25)  -1.01
H (2.45, -2.41, -1.49)  0.49
H (1.10, -2.04, -2.03)  0.48

* total energy: -43678.6716 eV
* LUMO energy (alpha / beta): 2.18 / 2.08 eV
* molar mass: 378.31 g/mol
* total charge: -1
* HOMO (alpha / beta): -0.24 / -7.99 eV
* gap between HOMO and LUMO (alpha / beta): 2.43 / 10.08 eV
* 2S+1: 2
* maximum force: 3.82 eV/Å
* ⟨S²⟩: 0.7504


No. 4
This record from the Open Molecules 2025 dataset describes a structure of composition H43O21. The level of theory is ωB97M-V/def2-TZVPD.

Last column: natural (NBO) charge in e.
Cartesian coordinates (Å):
O (3.44, 1.83, -3.77)  -0.97
H (2.53, 1.64, -3.96)  0.47
H (3.62, 2.01, -2.85)  0.47
O (0.07, -1.89, -2.62)  -1.01
H (0.64, -2.65, -2.45)  0.51
H (0.16, -1.25, -1.91)  0.48
O (-2.18, -4.86, 0.00)  -0.95
H (-1.52, -5.56, 0.14)  0.48
H (-2.57, -4.91, -0.88)  0.49
O (-4.05, 0.16, -0.99)  -0.97
H (-2.01, -1.42, -2.06)  0.54
H (-3.74, 0.68, -0.20)  0.53
O (-1.27, 1.10, -3.01)  -0.98
H (-1.50, 1.46, -2.13)  0.49
H (-0.62, 0.41, -2.77)  0.47
O (-2.72, -0.99, -2.58)  -0.85
H (-3.37, -0.58, -1.82)  0.51
H (-2.24, -0.17, -2.94)  0.53
O (-1.33, -2.20, 0.11)  -1.04
H (-1.28, -2.10, 1.09)  0.49
H (-1.40, -3.18, 0.02)  0.52
O (-2.88, 1.47, 0.96)  -1.02
H (-1.95, 1.55, 0.87)  0.47
H (-3.25, 2.36, 0.94)  0.44
O (2.18, 1.18, 0.58)  -1.01
H (2.50, 0.28, 0.49)  0.47
H (1.35, 1.10, 0.07)  0.44
O (1.84, -0.40, 3.37)  -1.01
H (1.44, -0.67, 2.53)  0.49
H (1.70, -0.97, 4.14)  0.50
O (4.27, 1.71, 2.96)  -0.97
H (3.47, 1.19, 2.79)  0.49
H (4.75, 1.84, 2.12)  0.47
O (0.11, 2.97, -0.64)  -1.10
H (0.32, 3.05, -1.60)  0.47
H (0.80, 3.60, -0.37)  0.47
O (3.46, -1.42, 1.61)  -1.01
H (2.87, -1.41, 2.37)  0.48
H (4.31, -1.10, 1.90)  0.48
O (-0.78, -1.67, 2.91)  -0.99
H (-0.94, -0.72, 2.91)  0.50
H (-1.67, -2.02, 3.02)  0.47
O (-0.70, 0.10, -0.74)  -1.03
H (-0.13, 0.77, -0.34)  0.46
H (-0.81, -0.53, 0.00)  0.52
O (-0.58, 0.84, 2.11)  -1.03
H (-4.99, 0.27, -1.10)  0.49
O (2.30, -2.88, -0.92)  -1.00
H (3.22, -3.06, -1.21)  0.49
H (2.18, -2.26, -0.20)  0.49
O (0.96, 3.04, 2.98)  -1.00
H (1.60, 2.93, 2.25)  0.48
H (1.49, 2.85, 3.76)  0.48
O (-2.29, 2.33, -1.77)  -1.02
H (-1.59, 2.73, -1.21)  0.50
H (-3.07, 2.89, -1.64)  0.49
O (-0.68, 3.94, -2.69)  -0.98
H (-0.92, 3.14, -3.18)  0.50
H (0.11, 4.28, -3.14)  0.46
O (0.38, -4.27, 1.14)  -0.95
H (0.31, -5.23, 1.29)  0.46
H (1.26, -4.07, 1.43)  0.48
H (-0.68, 1.80, 1.97)  0.48
H (0.07, 0.95, 2.83)  0.50

* total energy: -43690.7220 eV
* LUMO energy (alpha / beta): -0.07 / -0.20 eV
* molar mass: 379.32 g/mol
* HOMO (alpha / beta): -2.52 / -11.03 eV
* gap between HOMO and LUMO (alpha / beta): 2.45 / 10.83 eV
* 2S+1: 2
* maximum force: 6.95 eV/Å
* ⟨S²⟩: 0.7509


No. 5
This record from the Open Molecules 2025 dataset describes a structure of composition H44LiO22. The level of theory is ωB97M-V/def2-TZVPD.

Last column: natural (NBO) charge in e.
Cartesian coordinates (Å):
Li (0.23, -0.31, 0.15)  0.91
O (-4.37, -0.11, -0.10)  -0.95
H (-4.97, 0.10, -0.82)  0.49
H (-4.89, -0.61, 0.52)  0.49
O (-1.38, -4.38, 3.47)  -0.95
H (-2.21, -4.60, 3.91)  0.48
H (-1.28, -3.44, 3.63)  0.47
O (2.42, -3.91, 1.08)  -0.95
H (1.83, -4.62, 1.33)  0.48
H (2.81, -4.19, 0.26)  0.49
O (-1.71, -1.26, 2.62)  -0.98
H (-2.62, -1.54, 2.72)  0.47
H (-1.33, -1.88, 2.00)  0.51
O (-0.90, 0.05, -4.90)  -0.96
H (-1.33, 0.74, -5.41)  0.48
H (-1.04, 0.30, -3.99)  0.48
O (1.01, 0.41, 1.92)  -0.99
H (0.29, 0.22, 2.52)  0.50
H (1.62, 0.94, 2.44)  0.50
O (-2.98, -3.18, -2.22)  -0.97
H (-2.27, -2.62, -2.53)  0.48
H (-2.73, -3.40, -1.32)  0.47
O (-1.86, 1.51, -2.65)  -0.95
H (-2.80, 1.34, -2.65)  0.49
H (-1.79, 2.46, -2.77)  0.51
O (2.05, 3.83, -1.53)  -1.00
H (2.52, 3.46, -0.78)  0.50
H (2.47, 4.67, -1.70)  0.49
O (1.75, -1.72, -2.81)  -0.97
H (2.11, -0.84, -2.71)  0.50
H (2.51, -2.30, -2.82)  0.48
O (1.28, 0.92, -1.05)  -0.98
H (1.78, 1.61, -0.63)  0.49
H (0.81, 1.36, -1.77)  0.50
O (0.33, -2.18, 0.95)  -1.01
H (1.19, -2.52, 1.19)  0.52
H (-0.13, -2.93, 0.59)  0.50
O (3.05, 2.03, 3.37)  -0.98
H (2.38, 2.21, 4.04)  0.50
H (3.87, 2.25, 3.80)  0.50
O (4.22, -0.42, -2.29)  -0.96
H (4.79, 0.29, -2.58)  0.48
H (4.69, -0.83, -1.56)  0.48
O (0.68, 2.65, -3.74)  -0.97
H (1.11, 3.15, -3.05)  0.49
H (1.37, 2.11, -4.12)  0.48
O (3.35, 2.99, 0.84)  -0.99
H (2.99, 2.56, 1.62)  0.50
H (4.00, 3.60, 1.18)  0.49
O (-1.99, 3.77, 3.63)  -0.94
H (-1.92, 3.29, 2.81)  0.47
H (-2.91, 4.03, 3.68)  0.47
O (-0.75, -0.33, 5.03)  -0.96
H (-0.67, -1.19, 5.44)  0.46
H (-1.20, -0.51, 4.20)  0.48
O (-2.00, -3.30, 0.45)  -0.95
H (-2.65, -3.12, 1.13)  0.48
H (-1.76, -4.22, 0.59)  0.49
O (-0.65, -2.44, -3.99)  -0.98
H (0.12, -2.24, -3.46)  0.48
H (-1.00, -1.58, -4.24)  0.48
O (-0.13, 4.30, 0.91)  -0.94
H (0.57, 4.01, 1.50)  0.46
H (0.27, 4.30, 0.04)  0.48
O (-1.77, 0.25, -0.28)  -1.03
H (-1.76, 0.79, -1.07)  0.49
H (-2.70, 0.18, -0.05)  0.51

* total energy: -45963.0510 eV
* LUMO energy: -2.72 eV
* molar mass: 403.27 g/mol
* total charge: +1
* HOMO: -12.01 eV
* gap between HOMO and LUMO: 9.29 eV
* 2S+1: 1
* maximum force: 1.65 eV/Å